The following is a quantum chemistry calculation of a cluster of 8 separate species, C47H69ClF21O21P in total at a distorted geometry, from the OMol25 dataset.

Its gap between HOMO and LUMO is 9.25 eV. Its SMILES is CCCCCCCCCC[C@]1(CC(=O)Cl)[C@H](CCO)OC(=O)[C@H]1CP(=O)(O)O.CCOC(=O)C(F)(F)F.CCOC(=O)C(F)(F)F.CCOC(=O)C(F)(F)F.CCOC(=O)C(F)(F)F.CCOC(=O)C(F)(F)F.CCOC(=O)C(F)(F)F.CCOC(=O)C(F)(F)F. The largest force on an atom is 9.0 eV/Å.

XYZ file:
```
160
Properties=species:S:1:pos:R:3:forces:R:3:mulliken_charge:R:1
C -3.8121 5.3358 -2.3147 0.225 -0.077 -0.410 -1.063
C -2.9610 4.2012 -1.4646 -0.303 0.971 -0.204 0.120
C -1.4747 3.8697 -2.1543 -1.338 0.070 0.609 -0.578
C -0.7449 2.6205 -1.3173 -0.498 0.860 -1.406 -0.340
C -0.3704 1.4701 -2.4283 1.334 0.006 0.517 -0.103
C -0.1788 -0.0420 -1.8173 -0.435 -0.546 -0.785 -0.876
C -1.3713 -0.5167 -0.7820 0.544 -1.439 0.359 -0.132
C -2.8034 -0.8598 -1.5278 -0.780 0.782 -0.342 -0.376
C -4.0795 0.0353 -0.9210 1.579 0.771 0.344 -0.255
C -5.0828 0.6157 -2.0681 0.071 0.150 0.910 -1.272
C -6.4215 -0.3199 -2.3674 1.622 -0.624 -0.721 1.794
C -7.4139 0.7816 -3.0627 -0.538 0.047 0.063 -0.730
C -8.8165 0.2103 -3.6637 -3.869 -4.659 1.947 0.305
O -9.5581 -0.7975 -3.2053 5.330 6.706 -2.818 -0.456
Cl -9.5211 1.1142 -5.1675 1.125 -0.937 2.028 -0.163
C -7.0416 -1.2338 -1.1468 -1.414 0.260 2.169 -0.170
C -7.3516 -0.4331 0.2890 -0.045 -0.941 0.011 -0.734
C -8.9804 -0.1438 0.3828 0.532 0.782 -0.822 -0.307
O -9.2001 1.2886 0.7705 0.951 -1.203 -0.857 -0.575
O -6.1579 -2.4244 -0.9121 0.443 0.411 -3.974 -0.377
C -5.7693 -2.8666 -2.2602 0.343 -4.361 0.704 -0.021
O -5.5014 -4.1490 -2.5183 -1.456 8.685 1.586 -0.604
C -5.7735 -1.5394 -3.2449 0.308 -2.187 -1.065 0.072
C -6.4458 -2.0130 -4.6599 0.280 -0.493 0.590 -0.486
P -5.7473 -0.9843 -6.1568 1.406 -4.314 -5.854 0.833
O -5.3684 -2.0422 -7.3135 -1.543 4.091 4.839 -0.711
O -4.2763 -0.1324 -5.7785 -3.722 0.701 -0.007 -0.499
O -6.9164 0.0971 -6.8591 3.325 0.632 2.886 -0.460
H -3.2757 6.3852 -2.3719 -0.911 -2.217 0.205 0.299
H -3.9254 4.9443 -3.4129 0.132 0.806 1.953 0.242
H -4.8881 5.5323 -1.8875 2.116 -0.545 -0.688 0.312
H -2.8258 4.6444 -0.3761 -0.181 -1.215 -2.109 0.281
H -3.6563 3.2380 -1.4286 1.708 1.849 0.047 -0.197
H -0.8404 4.8533 -2.1374 -1.178 -1.902 -0.095 0.285
H -1.7173 3.5760 -3.2757 0.773 0.551 2.264 0.228
H 0.2428 3.0463 -0.8264 -2.164 -1.120 -0.764 0.387
H -1.5432 2.2817 -0.5192 1.902 0.495 -1.507 0.154
H 0.6884 1.7806 -2.8794 -2.757 -0.597 1.129 0.117
H -1.1173 1.4635 -3.3342 1.186 -0.004 1.926 0.197
H 0.9114 -0.2243 -1.3704 -2.508 0.627 -0.698 0.229
H -0.2447 -0.7846 -2.7496 0.209 1.503 1.992 0.188
H -0.9992 -1.5511 -0.3179 -0.772 2.315 -0.994 0.195
H -1.5037 0.2035 0.1526 0.194 -1.378 -2.150 0.158
H -2.7472 -0.5862 -2.6883 0.132 -0.644 2.431 0.097
H -3.0863 -1.9919 -1.4383 0.749 2.072 -0.196 0.191
H -3.5518 0.9853 -0.4253 -1.250 -1.938 -1.052 0.317
H -4.5843 -0.5394 -0.0372 0.701 1.070 -1.886 0.280
H -5.4210 1.7010 -1.7704 0.541 -2.061 -0.402 0.464
H -4.4407 0.7404 -3.0633 -1.581 -0.388 1.973 -0.077
H -7.6987 1.5611 -2.2045 0.395 -1.727 -1.867 0.383
H -6.8443 1.4327 -3.8849 -1.335 -1.660 1.726 0.375
H -8.0787 -1.7795 -1.3010 2.034 1.620 -0.728 0.482
H -6.7010 0.5422 0.4012 -1.467 -1.845 -0.255 0.190
H -7.1065 -1.1434 1.2151 -0.202 1.494 -2.229 0.298
H -9.4550 -0.8905 1.1496 0.801 1.916 -1.271 0.332
H -9.5355 -0.2738 -0.6468 1.290 -0.090 1.894 0.191
H -8.6197 1.8507 0.1781 -1.020 -1.179 1.010 0.316
H -4.6219 -1.4619 -3.5497 -2.458 0.345 1.071 0.060
H -7.6124 -2.0941 -4.6632 2.173 0.525 -0.054 0.413
H -6.0459 -3.1202 -4.8609 -0.685 2.580 0.178 0.284
H -4.5151 0.8401 -5.7491 0.758 -1.342 0.077 0.297
H -6.6055 1.0269 -6.5795 -1.137 -1.706 -0.806 0.312
C -2.6689 -3.9304 4.4897 -0.194 0.223 -0.235 -1.112
C -1.2129 -3.8262 4.9013 -0.531 -0.458 0.536 -0.179
O -0.4680 -3.0775 3.9294 0.492 2.026 -0.276 -0.291
C -0.5379 -1.7119 4.0353 -1.844 -1.167 2.443 0.147
O -1.1933 -1.1252 4.8918 1.733 -0.851 -2.224 -0.515
C 0.3384 -1.0449 2.9754 1.345 1.122 -1.927 1.107
F 0.1992 -1.6118 1.7423 -0.111 0.227 1.356 -0.234
F 1.6646 -1.1258 3.2828 -1.241 -0.275 0.019 -0.262
F 0.0652 0.2805 2.8141 -0.091 -1.319 0.540 -0.286
H -2.7551 -4.3481 3.4808 0.072 -0.069 0.199 0.300
H -3.2234 -4.5681 5.1847 0.131 0.079 -0.082 0.378
H -3.1457 -2.9460 4.4673 0.078 -0.114 0.137 0.309
H -0.7704 -4.8264 4.9390 0.170 0.303 -0.252 0.326
H -1.1051 -3.3885 5.9004 0.017 0.142 -0.310 0.305
C 0.9162 -2.8082 -7.4466 -0.296 0.168 0.151 -1.097
C 2.3560 -2.3438 -7.3403 -0.153 -0.907 -0.227 -0.161
O 2.4113 -0.9460 -7.0195 0.090 1.213 1.826 -0.308
C 2.2679 -0.6240 -5.6941 -0.194 -3.362 -0.178 0.330
O 2.0937 -1.4518 -4.8043 0.403 2.434 -1.668 -0.520
C 2.3976 0.8853 -5.4905 -0.130 2.473 0.144 0.888
F 1.6997 1.6048 -6.4160 0.511 -1.007 0.705 -0.261
F 3.6920 1.3047 -5.5811 -1.209 -0.708 -0.085 -0.240
F 1.9475 1.3001 -4.2728 0.727 -0.990 -1.362 -0.388
H 0.3640 -2.1903 -8.1629 0.166 -0.152 0.002 0.301
H 0.8686 -3.8523 -7.7703 0.056 0.164 0.040 0.371
H 0.3993 -2.7194 -6.4865 0.140 -0.110 -0.078 0.300
H 2.8532 -2.4677 -8.3073 -0.013 0.391 0.188 0.321
H 2.9195 -2.9364 -6.6103 -0.156 0.305 0.034 0.293
C 2.5459 0.8042 5.3416 0.273 -0.144 0.066 -0.845
C 2.0734 1.7160 6.4575 -0.245 0.221 -0.826 -0.256
O 2.5436 1.2415 7.7279 1.709 0.321 1.186 -0.349
C 3.8275 1.5870 8.0645 -0.526 1.353 -2.923 0.354
O 4.5663 2.2552 7.3468 -1.296 -1.584 2.083 -0.486
C 4.1780 1.0621 9.4566 0.770 -0.972 2.318 0.844
F 3.7768 -0.2273 9.6510 0.191 1.093 -0.574 -0.251
F 3.5888 1.7958 10.4436 0.289 -0.320 -1.153 -0.262
F 5.5162 1.0835 9.7135 -1.276 0.202 -0.748 -0.184
H 2.2500 -0.2318 5.5392 -0.083 0.235 -0.011 0.232
H 2.1232 1.1153 4.3815 0.053 0.000 0.224 0.278
H 3.6367 0.8121 5.2585 -0.129 0.122 -0.026 0.315
H 0.9799 1.7067 6.5000 0.221 -0.118 0.335 0.326
H 2.3803 2.7547 6.2887 0.147 -0.244 0.184 0.285
C -6.3303 -6.4957 -4.1580 0.131 0.017 -0.133 -0.862
C -6.7894 -7.9403 -4.1082 0.223 0.461 0.675 -0.475
O -7.1223 -8.4078 -5.4237 1.006 -1.012 -1.567 -0.304
C -6.0721 -8.8265 -6.2000 1.359 0.928 2.842 0.375
O -4.9010 -8.8118 -5.8317 -2.615 -0.272 -1.374 -0.516
C -6.5730 -9.3433 -7.5485 -0.707 -0.673 -2.426 0.836
F -7.5151 -8.5308 -8.1083 0.855 -0.458 0.830 -0.237
F -7.1485 -10.5751 -7.4430 0.551 0.969 0.389 -0.245
F -5.5810 -9.4648 -8.4751 -0.672 0.263 1.321 -0.237
H -7.0826 -5.8691 -4.6491 -0.016 -0.114 0.165 0.281
H -6.1532 -6.1103 -3.1494 -0.078 -0.188 -0.279 0.380
H -5.4065 -6.3932 -4.7350 -0.049 -0.071 0.170 0.344
H -7.6994 -8.0149 -3.5049 -0.010 -0.140 -0.399 0.370
H -6.0388 -8.5876 -3.6401 -0.055 0.072 -0.327 0.335
C 6.1459 0.8953 -4.2257 0.436 -0.160 -0.106 -1.052
C 5.6734 1.8072 -3.1098 -0.241 0.178 -0.806 0.006
O 6.1436 1.3327 -1.8395 1.641 0.324 1.161 -0.321
C 7.4275 1.6781 -1.5029 -0.448 1.385 -2.939 0.375
O 8.1663 2.3463 -2.2205 -1.359 -1.630 2.105 -0.517
C 7.7780 1.1532 -0.1108 0.785 -0.976 2.311 0.865
F 7.3768 -0.1361 0.0837 0.188 1.093 -0.568 -0.245
F 7.1888 1.8869 0.8763 0.282 -0.316 -1.145 -0.245
F 9.1162 1.1746 0.1462 -1.297 0.198 -0.737 -0.248
H 5.8500 -0.1407 -4.0281 -0.116 0.168 -0.033 0.264
H 5.7232 1.2065 -5.1858 0.305 -0.064 0.345 0.305
H 7.2367 0.9033 -4.3088 -0.130 0.114 0.030 0.395
H 4.5799 1.7978 -3.0674 0.221 -0.107 0.341 0.132
H 5.9803 2.8458 -3.2786 0.147 -0.248 0.178 0.305
C 7.1768 4.7125 5.3690 -0.069 0.124 -0.306 -1.143
C 7.0338 5.2804 6.7680 -0.054 -0.959 -0.030 -0.015
O 7.2280 6.7024 6.7559 -1.297 1.825 -0.252 -0.341
C 6.1407 7.4578 6.3982 -0.933 -3.165 -0.104 0.381
O 5.0500 6.9844 6.0923 2.316 1.664 0.628 -0.528
C 6.4719 8.9479 6.4772 0.510 2.513 -0.083 0.855
F 7.6845 9.2489 5.9292 -0.996 -0.661 0.376 -0.238
F 6.5159 9.3950 7.7647 -0.149 -0.786 -0.879 -0.245
F 5.5620 9.7316 5.8329 0.637 -1.208 0.543 -0.238
H 8.1388 5.0018 4.9323 -0.054 -0.115 0.167 0.331
H 7.1103 3.6205 5.3852 0.033 0.156 0.086 0.278
H 6.3981 5.0971 4.7038 0.000 -0.090 0.150 0.388
H 7.8093 4.8594 7.4153 -0.204 0.564 -0.160 0.276
H 6.0665 5.0204 7.2133 0.098 0.252 -0.181 0.306
C 10.5748 -1.0211 5.2176 0.159 0.319 -0.118 -1.097
C 9.6379 -1.2325 6.3913 -0.027 -0.572 -0.627 -0.182
O 9.8164 -0.1979 7.3699 -0.843 1.845 0.342 -0.321
C 9.1591 0.9815 7.1293 -0.819 -1.913 -2.515 0.354
O 8.4557 1.1835 6.1435 1.550 0.060 2.512 -0.467
C 9.3949 1.9708 8.2704 0.516 1.636 1.965 0.860
F 10.6997 2.0197 8.6655 -1.070 -0.317 -0.674 -0.252
F 8.6733 1.6510 9.3824 0.430 -0.085 -1.215 -0.265
F 9.0504 3.2493 7.9478 0.283 -1.524 -0.126 -0.289
H 11.6118 -0.9422 5.5618 -0.162 -0.153 -0.001 0.310
H 10.5003 -1.8505 4.5078 -0.019 0.096 0.138 0.365
H 10.3444 -0.0913 4.6891 -0.089 -0.173 0.031 0.298
H 9.8759 -2.1802 6.8840 0.006 0.363 0.224 0.325
H 8.5919 -1.2910 6.0687 0.183 0.264 0.115 0.290
```
Positions in Å, forces in eV/Å.